# 1
ORCA calculation (wB97M-V/def2-TZVPD) on an isolated ion of composition C5H13N2S and charge +1.

Values from the calculation:
Energy relative to the best compared isomer or geometry (same formula, charge and spin) (eV): 1.5041
Calculated total energy (hartree): -705.71068
Charge: +1
Kohn-Sham gap (hartree): 0.36513
Molecular weight (g/mol): 133.2
E_HOMO (eV): -13.601

CARTESIAN COORDINATES (ANGSTROEM)
1 C -0.485 -0.276 -0.170
2 C -2.605 -1.439 0.258
3 C 1.568 1.037 -0.626
4 C 1.774 -1.233 0.071
5 C -1.158 2.235 0.772
6 N -1.181 -1.415 0.093
7 N 0.884 -0.153 -0.158
8 S -1.383 1.190 -0.722
9 H -2.943 -2.098 -0.627
10 H -2.849 -1.902 1.316
11 H -2.848 -0.391 0.004
12 H 2.086 1.668 0.109
13 H 0.750 1.629 -1.011
14 H 2.243 0.577 -1.370
15 H 1.727 -2.019 -0.646
16 H 1.527 -1.654 1.157
17 H 2.864 -0.956 0.136
18 H -0.134 2.477 0.946
19 H -1.450 1.753 1.665
20 H -1.516 3.190 0.453
21 H -0.589 -2.251 0.415

# 2
ORCA calculation (wB97M-V/def2-TZVPD) on one molecule with the formula C4H9NO2.

Values from the calculation:
Energy relative to the best compared isomer or geometry (same formula, charge and spin) (eV): 1.2579
Structure (SMILES): CNCC(=O)OC
Calculated total energy (hartree): -363.03931
Charge: 0
Kohn-Sham gap (hartree): 0.36915
Molecular weight (g/mol): 103.1
E_HOMO (eV): -9.128

CARTESIAN COORDINATES (ANGSTROEM)
1 C 1.989 0.718 0.950
2 N 0.892 1.607 0.598
3 C -0.408 0.994 0.796
4 C -0.734 0.096 -0.386
5 O -0.419 0.390 -1.519
6 O -1.354 -1.049 -0.085
7 C -1.527 -1.904 -1.221
8 H 1.997 0.566 2.034
9 H 2.937 1.187 0.675
10 H 1.959 -0.278 0.471
11 H 0.958 1.823 -0.402
12 H -1.176 1.777 0.844
13 H -0.435 0.442 1.740
14 H -2.047 -2.799 -0.874
15 H -0.536 -2.177 -1.618
16 H -2.096 -1.394 -2.003

# 3
ORCA calculation (wB97M-V/def2-TZVPD) on a 2-piece molecular cluster, C2H9N3O overall.

Values from the calculation:
Energy relative to the best compared isomer or geometry (same formula, charge and spin) (eV): 1.9416
Structure (SMILES): NC=O.NCN
Calculated total energy (hartree): -321.06038
Charge: 0
Kohn-Sham gap (hartree): 0.37558
Molecular weight (g/mol): 91.1
E_HOMO (eV): -9.352

CARTESIAN COORDINATES (ANGSTROEM)
1 N -2.004 1.435 0.354
2 C -1.613 1.393 -1.044
3 O -2.406 0.863 -1.866
4 H -1.338 0.805 0.840
5 H -2.882 0.902 0.400
6 H -0.903 2.223 -1.494
7 N 1.828 -1.281 1.355
8 C 0.705 -1.016 0.499
9 N 0.940 -0.317 -0.770
10 H 2.176 -0.397 1.694
11 H 2.695 -1.574 0.900
12 H -0.093 -0.538 1.155
13 H 0.314 -2.015 0.237
14 H 1.074 -1.047 -1.437
15 H 1.508 0.564 -0.825

# 4
ORCA calculation (wB97M-V/def2-TZVPD) on a 6-piece molecular cluster, C41H72F8N2O21P overall.

Values from the calculation:
Energy relative to the best compared isomer or geometry (same formula, charge and spin) (eV): 0.0000
Calculated total energy (hartree): -4435.19366
Charge: +1
Kohn-Sham gap (hartree): 0.34045
Molecular weight (g/mol): 1112.0
E_HOMO (eV): -11.620

CARTESIAN COORDINATES (ANGSTROEM)
1 C -2.552 3.244 1.763
2 C -2.688 1.952 0.960
3 C -1.359 1.537 0.293
4 N -1.165 1.905 -1.152
5 C 0.161 1.297 -1.577
6 C 1.365 2.168 -1.399
7 O 1.594 2.530 -0.041
8 C 2.988 2.665 0.182
9 C 3.148 3.660 1.311
10 F 2.575 3.151 2.413
11 F 2.490 4.801 1.001
12 C 4.646 3.973 1.633
13 F 5.388 3.019 1.018
14 F 4.864 3.868 2.950
15 C 5.099 5.351 1.105
16 F 6.434 5.375 1.110
17 F 4.710 5.476 -0.167
18 C 4.581 6.520 1.997
19 F 5.553 6.907 2.818
20 F 4.227 7.538 1.204
21 C -2.258 1.343 -2.037
22 C -2.796 -0.051 -1.719
23 O -3.936 -0.196 -2.556
24 C -1.869 -1.222 -2.050
25 N -2.620 -2.466 -2.007
26 C -1.167 3.389 -1.288
27 P -0.961 4.022 -2.991
28 O -0.333 3.079 -3.916
29 O -2.426 4.495 -3.354
30 O -0.161 5.397 -2.833
31 O -2.963 0.904 1.865
32 C -4.348 0.571 2.035
33 C -4.682 -0.743 1.386
34 C -5.699 -0.857 0.437
35 C -5.995 -2.092 -0.144
36 C -5.263 -3.227 0.209
37 C -4.241 -3.129 1.155
38 C -3.947 -1.889 1.735
39 H -1.776 3.144 2.516
40 H -2.374 4.121 1.144
41 H -3.498 3.410 2.274
42 H -3.504 2.089 0.246
43 H -0.546 1.966 0.872
44 H -1.267 0.462 0.390
45 H 0.136 1.008 -2.622
46 H 0.335 0.382 -1.023
47 H 1.372 3.074 -2.005
48 H 2.224 1.581 -1.728
49 H 3.516 3.011 -0.705
50 H 3.364 1.686 0.473
51 H 3.716 6.220 2.588
52 H -1.944 1.361 -3.076
53 H -3.096 2.034 -1.969
54 H -3.131 -0.185 -0.689
55 H -4.604 0.443 -2.285
56 H -1.351 -1.104 -2.999
57 H -1.113 -1.255 -1.251
58 H -2.904 -2.683 -1.062
59 H -2.085 -3.227 -2.395
60 H -2.139 3.748 -0.958
61 H -0.454 3.847 -0.607
62 H -2.401 4.963 -4.205
63 H 0.619 5.270 -2.278
64 H -5.009 1.366 1.690
65 H -4.503 0.479 3.109
66 H -6.259 0.029 0.169
67 H -6.786 -2.174 -0.873
68 H -5.480 -4.184 -0.241
69 H -3.675 -3.998 1.450
70 H -3.146 -1.834 2.459
71 C 6.537 -0.886 -2.454
72 C 5.449 -1.233 -1.462
73 O 4.146 -1.243 -2.078
74 C 3.856 -2.310 -2.823
75 O 4.562 -3.260 -3.013
76 O 2.623 -2.139 -3.316
77 C 2.189 -3.187 -4.185
78 H 6.311 0.057 -2.955
79 H 7.495 -0.792 -1.944
80 H 6.629 -1.655 -3.219
81 H 5.392 -0.468 -0.688
82 H 5.644 -2.187 -0.973
83 H 2.296 -4.156 -3.702
84 H 2.752 -3.173 -5.117
85 H 1.139 -3.007 -4.398
86 C 9.011 -1.424 4.844
87 C 9.812 -0.207 5.255
88 O 9.808 0.807 4.237
89 C 8.696 1.530 4.151
90 O 7.722 1.429 4.853
91 O 8.844 2.405 3.155
92 C 7.693 3.223 2.926
93 H 9.368 -1.807 3.887
94 H 9.107 -2.208 5.594
95 H 7.955 -1.179 4.736
96 H 10.859 -0.471 5.386
97 H 9.452 0.213 6.194
98 H 7.404 3.729 3.846
99 H 6.876 2.632 2.554
100 H 7.990 3.959 2.192
101 C 2.410 3.320 5.940
102 C 2.092 4.721 5.465
103 O 0.693 4.890 5.185
104 C -0.087 5.043 6.257
105 O 0.279 5.084 7.400
106 O -1.348 5.157 5.836
107 C -2.308 5.278 6.893
108 H 2.038 2.585 5.225
109 H 3.486 3.191 6.050
110 H 1.941 3.113 6.901
111 H 2.597 4.913 4.519
112 H 2.426 5.472 6.179
113 H -2.045 6.090 7.566
114 H -2.377 4.343 7.448
115 H -3.260 5.491 6.417
116 C -3.993 -9.530 0.155
117 C -4.609 -8.389 -0.625
118 O -3.649 -7.356 -0.915
119 C -2.801 -7.627 -1.904
120 O -2.781 -8.624 -2.574
121 O -1.968 -6.588 -2.034
122 C -0.955 -6.778 -3.025
123 H -3.513 -9.156 1.061
124 H -4.760 -10.250 0.436
125 H -3.238 -10.046 -0.435
126 H -5.379 -7.900 -0.033
127 H -5.066 -8.736 -1.551
128 H -1.393 -7.051 -3.983
129 H -0.253 -7.546 -2.706
130 H -0.435 -5.828 -3.117
131 C -4.464 -2.214 -5.169
132 C -5.507 -2.527 -4.118
133 O -6.833 -2.537 -4.675
134 C -7.149 -3.628 -5.374
135 O -6.447 -4.591 -5.540
136 O -8.387 -3.475 -5.840
137 C -8.847 -4.554 -6.661
138 H -4.703 -1.278 -5.678
139 H -3.482 -2.123 -4.706
140 H -4.422 -2.999 -5.922
141 H -5.514 -1.751 -3.360
142 H -5.303 -3.474 -3.620
143 H -8.742 -5.506 -6.147
144 H -8.294 -4.575 -7.599
145 H -9.896 -4.359 -6.860